# 1
Entry from the OMol25 dataset: C42H42FI2N3O3PSSc as an isolated structure (ωB97M-V/def2-TZVPD).

CARTESIAN COORDINATES (ANGSTROEM)
Sc (-0.319, -0.525, -0.871)
C (-5.554, 1.519, 4.583)
C (-5.176, 2.393, 3.393)
C (-4.962, 3.857, 3.752)
C (-3.777, 4.012, 4.694)
C (-2.564, 3.309, 4.142)
C (-1.297, 3.673, 4.542)
C (-0.183, 3.034, 4.010)
F (1.034, 3.426, 4.433)
C (-0.288, 2.048, 3.073)
C (-1.564, 1.663, 2.647)
C (-1.680, 0.624, 1.619)
O (-0.639, 0.083, 1.190)
C (-3.010, 0.302, 1.206)
C (-4.062, 0.922, 1.816)
N (-3.955, 1.873, 2.754)
C (-2.699, 2.282, 3.186)
C (-3.350, -0.692, 0.127)
O (-4.482, -1.158, 0.065)
O (-2.403, -0.975, -0.696)
H (-6.451, 1.907, 5.067)
H (-4.751, 1.484, 5.319)
H (-5.754, 0.499, 4.255)
H (-5.960, 2.328, 2.636)
H (-5.872, 4.253, 4.202)
H (-4.777, 4.419, 2.833)
H (-4.023, 3.608, 5.680)
H (-3.547, 5.068, 4.842)
H (-1.155, 4.466, 5.265)
H (0.583, 1.569, 2.646)
H (-5.066, 0.636, 1.529)
I (1.280, -1.780, 3.466)
C (0.943, -3.659, 2.524)
I (-0.419, -3.596, 0.875)
H (0.537, -4.334, 3.265)
H (1.895, -3.999, 2.134)
S (-0.197, -2.462, -2.867)
C (-1.645, -3.343, -3.053)
N (-2.771, -3.001, -2.386)
C (-3.948, -3.647, -2.492)
C (-4.076, -4.723, -3.318)
C (-2.940, -5.126, -4.045)
C (-1.754, -4.457, -3.918)
H (-2.718, -2.182, -1.732)
H (-4.743, -3.244, -1.878)
H (-5.018, -5.240, -3.404)
H (-3.005, -5.976, -4.712)
H (-0.873, -4.754, -4.468)
C (-1.388, 3.149, -1.666)
C (-0.272, 2.326, -2.336)
C (-0.668, 2.061, -3.797)
C (1.021, 3.156, -2.303)
N (-0.106, 1.096, -1.632)
H (-1.564, 4.100, -2.178)
H (-1.113, 3.352, -0.628)
H (-2.314, 2.569, -1.668)
H (-0.775, 2.988, -4.367)
H (-1.613, 1.515, -3.824)
H (0.086, 1.437, -4.282)
H (0.884, 4.129, -2.782)
H (1.834, 2.636, -2.814)
H (1.329, 3.315, -1.267)
C (4.174, -0.776, -5.123)
C (3.048, -0.059, -4.743)
C (2.565, -0.161, -3.448)
C (3.215, -0.973, -2.520)
C (4.342, -1.694, -2.905)
C (4.817, -1.594, -4.205)
P (2.511, -0.975, -0.838)
C (3.281, -2.463, -0.097)
C (4.059, -2.447, 1.056)
C (4.590, -3.627, 1.565)
C (4.352, -4.833, 0.924)
C (3.566, -4.861, -0.223)
C (3.029, -3.687, -0.724)
C (3.369, 0.422, -0.041)
C (4.756, 0.562, -0.091)
C (5.372, 1.635, 0.531)
C (4.606, 2.581, 1.203)
C (3.226, 2.460, 1.236)
C (2.605, 1.387, 0.609)
H (4.548, -0.703, -6.136)
H (2.537, 0.573, -5.458)
H (1.672, 0.370, -3.132)
H (4.850, -2.336, -2.196)
H (5.692, -2.158, -4.501)
H (4.256, -1.512, 1.564)
H (5.193, -3.598, 2.464)
H (4.772, -5.750, 1.317)
H (3.368, -5.799, -0.724)
H (2.408, -3.713, -1.614)
H (5.352, -0.170, -0.623)
H (6.448, 1.739, 0.488)
H (5.088, 3.420, 1.687)
H (2.627, 3.209, 1.739)
H (1.523, 1.317, 0.574)

**Orbital gap**: 6.21 eV
**Relative energy (zero: lowest compared OMol25 entry of this formula, charge and spin)**: 231.8 kJ/mol
**Multiplicity**: 1

Mulliken atomic charge list, values in e, 4 entries: Sc -0.203; C -1.391; C -0.299; C -1.070

---

# 2
Entry from the OMol25 dataset: C42H42HgO3P2 as an isolated structure in a non-equilibrium geometry (ωB97M-V/def2-TZVPD).

CARTESIAN COORDINATES (ANGSTROEM)
Hg (0.167, 2.707, -2.261)
C (-1.589, 1.653, -2.979)
C (-1.389, 0.190, -2.714)
C (-0.420, -0.550, -3.647)
C (0.671, 0.235, -4.425)
C (1.210, 1.545, -3.891)
C (0.703, 2.815, -4.310)
C (-0.590, 2.916, -5.069)
C (-1.733, 2.058, -4.455)
C (0.408, 2.071, -0.255)
H (-2.434, 2.050, -2.397)
H (-2.378, -0.304, -2.865)
H (-1.048, -1.022, -4.424)
H (0.038, -1.409, -3.132)
H (1.546, -0.445, -4.514)
H (0.311, 0.350, -5.459)
H (2.273, 1.486, -3.635)
H (1.417, 3.630, -4.449)
H (-0.463, 2.620, -6.117)
H (-0.890, 3.974, -5.090)
H (-2.673, 2.619, -4.572)
H (-1.851, 1.159, -5.076)
H (0.490, 2.900, 0.457)
H (1.331, 1.482, -0.238)
H (-0.396, 1.378, 0.034)
P (-1.505, -0.877, -0.878)
P (2.937, -0.733, 0.083)
C (0.225, -1.353, -0.511)
C (1.478, -0.978, -0.980)
C (-2.267, -2.493, -0.486)
C (-2.707, -3.474, -1.396)
C (-3.428, -4.576, -0.912)
C (-3.710, -4.710, 0.447)
C (-3.197, -3.780, 1.359)
C (-2.431, -2.717, 0.892)
C (-2.940, 0.165, -0.196)
C (-2.865, 1.409, 0.461)
C (-3.936, 2.313, 0.431)
C (-5.187, 1.897, -0.030)
C (-5.365, 0.552, -0.370)
C (-4.250, -0.288, -0.487)
C (4.330, -1.779, 0.573)
C (4.091, -2.952, 1.343)
C (5.134, -3.567, 2.022)
C (6.439, -3.053, 1.946)
C (6.697, -1.937, 1.138)
C (5.662, -1.319, 0.443)
C (3.650, 0.787, -0.574)
C (3.577, 2.019, 0.132)
C (3.964, 3.208, -0.481)
C (4.485, 3.198, -1.778)
C (4.594, 1.985, -2.474)
C (4.186, 0.790, -1.877)
H (0.237, -2.243, 0.146)
H (1.639, -0.793, -2.061)
H (-2.490, -3.371, -2.458)
H (-3.777, -5.341, -1.610)
H (-4.323, -5.545, 0.812)
H (-3.387, -3.887, 2.426)
H (-1.982, -2.027, 1.613)
H (-1.988, 1.659, 1.036)
H (-3.780, 3.340, 0.775)
H (-6.026, 2.600, -0.093)
H (-6.357, 0.154, -0.579)
H (-4.408, -1.313, -0.810)
H (3.075, -3.348, 1.414)
H (4.954, -4.459, 2.627)
H (7.254, -3.515, 2.507)
H (7.712, -1.550, 1.050)
H (5.872, -0.457, -0.188)
H (3.147, 2.038, 1.133)
H (3.855, 4.160, 0.049)
H (4.818, 4.127, -2.246)
H (5.004, 1.972, -3.485)
H (4.287, -0.153, -2.413)
O (-2.316, 2.275, 4.968)
C (-1.939, 1.274, 5.735)
C (-2.059, 1.358, 7.149)
C (-1.759, 0.254, 7.932)
C (-1.348, -0.953, 7.342)
C (-1.164, -1.025, 5.958)
C (-1.421, 0.071, 5.139)
C (-1.193, 0.020, 3.655)
O (-0.670, -0.982, 3.135)
O (-1.579, 1.083, 3.020)
H (-2.041, 1.880, 3.930)
H (-2.400, 2.300, 7.579)
H (-1.848, 0.329, 9.020)
H (-1.161, -1.833, 7.959)
H (-0.810, -1.939, 5.476)

**Orbital gap**: 4.69 eV
**Relative energy (zero: lowest compared OMol25 entry of this formula, charge and spin)**: 182.4 kJ/mol
**Multiplicity**: 1

Mulliken atomic charge list, values in e, 4 entries: Hg 0.716; C -1.034; C 0.401; C -1.282

---

Q: Which formula does entry 1 have?
A: C42H42FI2N3O3PSSc

---

Q: Which of these has the lowest orbital gap?
A: C42H42HgO3P2